Here is a cluster of 2 separate species, C7H14N2 in total at a distorted geometry from the Open Molecules 2025 dataset. Energies are from ωB97M-V/def2-TZVPD.

Geometry as ORCA input:
```
! RIJCOSX wB97M-V def2-TZVPD def2/J DEFGRID3
* xyz 0 1
C 1.8825 2.8703 -1.0764
C 1.1859 1.5652 -1.3553
C 0.0652 1.1884 -2.0548
N -0.1461 -0.1302 -1.7381
C 0.8559 -0.5204 -0.9176
N 1.6995 0.4519 -0.6736
H 2.0383 3.3866 -2.0256
H 2.8632 2.6820 -0.6536
H 1.2618 3.4085 -0.3655
H -0.6202 1.8015 -2.6108
H -0.5611 -0.8043 -2.3732
H 1.0496 -1.4947 -0.5146
C -1.6380 -2.8508 1.8006
C -1.1505 -1.3905 1.8831
C -1.8696 -0.5997 2.9711
H -2.7258 -2.8367 1.7422
H -1.3430 -3.4320 2.6752
H -1.1686 -3.3323 0.9423
H -0.0779 -1.3486 2.0232
H -1.3299 -0.9947 0.8778
H -1.9104 -1.2063 3.8776
H -1.2623 0.2546 3.2982
H -2.8111 -0.1848 2.6345
*
```

Results
LUMO energy, eV: 0.9
Max |F|, eV/A: 1.62
Highest occupied orbital energy, eV: -8.67
E, Ha: -384.616050


Here is a structure of composition C7H14N2 at a distorted geometry from the Open Molecules 2025 dataset. Energies are from ωB97M-V/def2-TZVPD.

Geometry as ORCA input:
```
! RIJCOSX wB97M-V def2-TZVPD def2/J DEFGRID3
* xyz 0 1
C -2.9507 -0.3391 -0.4573
C 0.2355 -1.8406 -0.9516
C -0.3901 1.3928 1.5181
C 2.2876 1.3468 -0.6984
N -2.0222 -0.9109 0.4914
C -0.1831 -0.7788 -0.0242
C -0.0143 0.2470 0.6863
C 1.8736 0.3093 0.3018
N 2.6295 -0.3932 1.0262
H -2.1316 -1.9240 0.5358
H 3.6241 -0.1352 0.9418
H -3.0473 0.7370 -0.2801
H -3.9564 -0.7731 -0.3513
H -2.6593 -0.4797 -1.5138
H 1.0933 -1.5407 -1.5573
H -0.5983 -2.0846 -1.6158
H 0.5080 -2.7420 -0.3969
H 0.3438 1.5319 2.3163
H -0.4339 2.3071 0.9207
H -1.3643 1.2016 1.9685
H 2.0880 2.3443 -0.2982
H 1.7124 1.2459 -1.6220
H 3.3554 1.2782 -0.9399
*
```

Results
LUMO energy, eV: 0.9
Max |F|, eV/A: 7.61
Highest occupied orbital energy, eV: -7.74
E, Ha: -384.445648


Here is a cluster of 2 separate species, C7H14N2 in total at a distorted geometry from the Open Molecules 2025 dataset. Energies are from ωB97M-V/def2-TZVPD.

Geometry as ORCA input:
```
! RIJCOSX wB97M-V def2-TZVPD def2/J DEFGRID3
* xyz 0 1
C -2.4943 -2.3085 -0.1566
C -1.3795 -1.3858 -0.5288
C -1.2402 -0.2403 0.4633
C -1.3789 1.0808 0.0575
N -1.4917 1.7860 1.2468
C -1.3023 0.9129 2.2620
N -1.1392 -0.3321 1.8081
H -3.4743 -1.8443 -0.1034
H -2.3330 -2.7307 0.8762
H -2.5580 -3.1050 -0.9188
H -0.4048 -1.9477 -0.7282
H -1.6001 -1.0149 -1.5536
H -1.5362 1.4959 -0.9224
H -1.9365 2.6815 1.3848
H -1.0803 1.1373 3.2877
C 2.7211 1.3690 -0.9293
C 3.6375 0.1195 -0.7546
H 1.7515 0.9900 -0.5315
H 3.0756 2.1371 -0.2504
H 2.6637 1.7411 -1.9438
H 3.4068 -0.3435 0.1869
H 3.4191 -0.6298 -1.5435
H 4.6740 0.4315 -0.7085
*
```

Results
LUMO energy, eV: 0.9
Max |F|, eV/A: 2.42
Highest occupied orbital energy, eV: -8.55
E, Ha: -384.608786